[1]
{"formula": "CH13O5S", "method": "the ωB97M-V functional and the def2-TZVPD basis", "elements": ["C", "S", "H", "H", "H", "H", "H", "O", "H", "H", "O", "H", "H", "O", "H", "H", "O", "H", "H", "O"], "xyz": [[-0.533198, -0.003528, 2.233546], [-0.671089, 0.946295, 0.629759], [0.469748, 0.103340, 2.647314], [-1.237882, 0.366248, 2.992391], [-0.762312, -1.062842, 2.153125], [-1.450281, 4.404393, -0.344727], [-0.677473, 3.121928, -0.101198], [-0.561756, 4.074717, -0.332882], [3.395421, -2.399142, 0.328741], [4.099305, -1.592699, 1.442983], [3.973947, -2.502618, 1.092497], [2.211600, -0.703956, -0.467347], [0.915349, -0.493391, 0.295890], [1.492463, -1.207714, -0.071862], [-0.214409, -2.131315, -2.516998], [-0.567028, -2.253078, -1.034254], [-0.677843, -2.686865, -1.887771], [-1.783191, 0.269641, -1.749580], [-3.156610, 0.567850, -1.191925], [-2.639680, 0.607240, -2.017047]], "forces_ev_per_a": [[-0.350, 0.722, 0.096], [-0.018, -0.850, 0.612], [0.025, -0.061, 0.009], [0.147, 0.172, -0.231], [0.107, -0.164, -0.393], [-0.680, 0.258, -0.038], [0.287, 0.474, 0.159], [0.477, -0.636, 0.002], [-0.339, 0.103, 0.263], [-0.348, -0.985, -0.437], [0.634, 0.778, 0.344], [-0.159, 0.098, -0.123], [-0.290, 0.098, -0.294], [0.470, -0.106, 0.027], [0.093, 0.161, 0.133], [0.243, 0.183, -0.051], [-0.278, -0.331, -0.065], [0.297, -0.008, 0.410], [0.581, 0.076, -0.398], [-0.900, 0.015, -0.023]], "mulliken_charge": [-0.93, -0.60, 0.29, 0.27, 0.29, 0.29, 0.27, -0.64, 0.32, 0.32, -0.64, 0.28, 0.12, -0.57, 0.30, 0.32, -0.64, 0.28, 0.32, -0.65], "orbital_gap_ev": 7.1591, "charge": -1, "homo_energy_ev": -3.829, "lumo_ev": 3.33, "energy_ev": -22322.460}

---

[2]
{"formula": "CH13O5S", "method": "the ωB97M-V functional and the def2-TZVPD basis", "elements": ["C", "S", "H", "H", "H", "H", "H", "O", "H", "H", "O", "H", "H", "O", "H", "H", "O", "H", "H", "O"], "xyz": [[2.417501, -0.347990, 0.943021], [2.330606, 0.317216, -0.738315], [2.428845, 0.531970, 1.589283], [1.544351, -0.969224, 1.123705], [3.402913, -0.857862, 1.030286], [0.726477, -0.542852, -3.117544], [1.440350, -0.954859, -1.718362], [0.609929, -1.191875, -2.395768], [-1.053071, -0.042472, 1.823095], [-0.592456, 1.135983, 2.599531], [-1.083782, 0.305069, 2.720320], [0.551410, 1.292329, 0.183309], [0.834975, 2.689442, 0.511852], [0.107279, 2.062843, 0.620689], [-3.575385, -0.614761, -0.662165], [-2.729462, -1.594877, -0.116676], [-3.679818, -1.398839, -0.085352], [-0.838484, -0.482830, -1.852045], [-1.206541, 0.718017, -1.031741], [-1.635634, -0.054429, -1.427118]], "forces_ev_per_a": [[1.024, 0.392, -0.310], [0.401, 0.461, -0.184], [-0.118, -0.384, 0.393], [0.261, -0.229, 0.392], [-0.919, -0.056, 0.344], [0.151, -0.510, 0.539], [-1.609, 0.182, -1.143], [0.869, 0.065, -0.139], [-0.184, -0.150, -0.025], [-0.190, -0.246, -0.008], [0.325, 0.378, -0.023], [0.011, 0.089, -0.080], [-0.220, 0.132, 0.058], [0.245, -0.118, -0.050], [-0.543, -0.288, 0.277], [-0.195, -0.425, 0.321], [0.657, 0.626, -0.585], [-0.358, -0.254, 0.262], [-0.325, 0.072, 0.087], [0.716, 0.261, -0.128]], "mulliken_charge": [-0.59, -0.65, 0.22, 0.19, 0.25, 0.31, 0.25, -0.81, 0.31, 0.35, -0.65, 0.16, 0.34, -0.70, 0.33, 0.34, -0.67, 0.47, 0.25, -0.71], "orbital_gap_ev": 7.5769, "charge": -1, "homo_energy_ev": -4.101, "lumo_ev": 3.48, "energy_ev": -22322.570}

---

[3]
{"formula": "CH13O5S", "method": "the ωB97M-V functional and the def2-TZVPD basis", "elements": ["C", "S", "H", "H", "H", "H", "H", "O", "H", "H", "O", "H", "H", "O", "H", "H", "O", "H", "H", "O"], "xyz": [[-1.284343, 2.114933, 0.456417], [-0.847744, 1.771272, -1.415432], [-2.326967, 2.318835, 0.627094], [-0.868859, 1.253442, 0.983752], [-0.574579, 2.927323, 0.572098], [1.326071, 1.605440, -0.985920], [2.098462, 1.165011, 0.281889], [2.212443, 1.261988, -0.672405], [1.416801, -0.403817, 2.552908], [0.482796, -1.463959, 1.837352], [0.751555, -1.082030, 2.702951], [-3.045746, -0.274410, -0.591532], [-1.982913, -0.210326, -1.700782], [-2.436099, -0.833696, -1.077426], [-0.688656, -2.370043, 0.157968], [0.808573, -2.209395, -0.145770], [0.178573, -2.725805, 0.423980], [1.800497, -0.339966, -0.844328], [1.277451, -1.216303, -2.012628], [1.702682, -1.288494, -1.150183]], "forces_ev_per_a": [[2.070, -0.861, -2.221], [-0.361, 0.409, 0.800], [-0.171, 0.160, 0.133], [-0.591, 0.071, 0.287], [-0.603, 0.467, 0.744], [-0.178, -0.081, 0.037], [-0.001, 0.331, -0.076], [-0.065, 0.144, 0.334], [-0.154, -0.163, -0.234], [0.341, -0.045, 0.314], [-0.147, 0.047, 0.033], [0.115, 0.187, -0.018], [-0.102, -0.012, 0.927], [-0.032, -0.510, -0.574], [0.271, -0.149, -0.002], [-0.305, -0.309, 0.063], [-0.396, 0.474, 0.002], [0.103, -0.611, -0.684], [-0.057, 0.084, 0.169], [0.264, 0.367, -0.033]], "mulliken_charge": [-0.61, -0.72, 0.29, 0.07, 0.23, 0.21, 0.33, -0.74, 0.28, 0.36, -0.66, 0.27, 0.27, -0.59, 0.34, 0.47, -0.79, 0.44, 0.30, -0.75], "orbital_gap_ev": 7.0782, "charge": -1, "homo_energy_ev": -3.628, "lumo_ev": 3.45, "energy_ev": -22322.582}

---

[4]
{"formula": "CH14O5", "method": "the ωB97M-V functional and the def2-TZVPD basis", "elements": ["C", "H", "H", "H", "H", "O", "H", "H", "O", "H", "H", "O", "H", "H", "O", "H", "H", "O", "H", "H"], "xyz": [[0.136563, 0.747481, 2.493387], [-0.465544, 1.638618, 2.651347], [0.429049, 0.557293, 1.470965], [-0.196053, -0.103121, 3.076980], [1.088289, 1.089053, 2.916764], [-0.059698, 1.526900, -0.842556], [-0.573398, 0.813471, -1.225943], [-0.247452, 2.363394, -1.255373], [-0.934762, -2.182559, -1.281058], [-1.279218, -2.895693, -0.736124], [-1.742798, -1.727652, -1.518557], [2.535160, 2.151515, -1.546278], [1.646808, 1.810284, -1.347249], [3.153144, 1.496242, -1.220777], [-3.297578, -1.317542, -0.039335], [-3.074653, -1.832243, 0.739410], [-3.186358, -0.400296, 0.206487], [1.996715, -1.038326, -0.538696], [1.258014, -1.386487, -1.042785], [2.813775, -1.310341, -0.960608]], "forces_ev_per_a": [[1.360, 0.894, 0.723], [-0.578, -0.248, -0.434], [-0.675, -0.232, -0.326], [-0.185, -0.119, -0.221], [0.076, -0.333, 0.296], [0.340, -0.370, 0.699], [-0.113, 0.199, -0.303], [-0.566, 0.267, -0.453], [0.410, -0.182, -0.158], [0.249, -0.093, 0.068], [-0.312, 0.256, -0.020], [-0.039, 0.360, -0.273], [0.450, -0.293, 0.170], [-0.110, -0.159, 0.125], [-0.295, -0.226, -0.331], [0.031, 0.096, 0.175], [0.053, 0.271, 0.244], [0.131, 0.337, 0.429], [-0.098, -0.247, -0.198], [-0.129, -0.180, -0.212]], "mulliken_charge": [-0.98, 0.28, 0.13, 0.26, 0.31, -0.66, 0.28, 0.30, -0.58, 0.27, 0.34, -0.65, 0.43, 0.30, -0.66, 0.32, 0.32, -0.61, 0.30, 0.29], "smiles": "C.O.O.O.O.O", "orbital_gap_ev": 10.6467, "charge": 0, "homo_energy_ev": -10.508, "lumo_ev": 0.14, "energy_ev": -11501.450}

---

What did the first record say?
{"formula": "CH13O5S", "method": "the ωB97M-V functional and the def2-TZVPD basis", "elements": ["C", "S", "H", "H", "H", "H", "H", "O", "H", "H", "O", "H", "H", "O", "H", "H", "O", "H", "H", "O"], "xyz": [[-0.533198, -0.003528, 2.233546], [-0.671089, 0.946295, 0.629759], [0.469748, 0.103340, 2.647314], [-1.237882, 0.366248, 2.992391], [-0.762312, -1.062842, 2.153125], [-1.450281, 4.404393, -0.344727], [-0.677473, 3.121928, -0.101198], [-0.561756, 4.074717, -0.332882], [3.395421, -2.399142, 0.328741], [4.099305, -1.592699, 1.442983], [3.973947, -2.502618, 1.092497], [2.211600, -0.703956, -0.467347], [0.915349, -0.493391, 0.295890], [1.492463, -1.207714, -0.071862], [-0.214409, -2.131315, -2.516998], [-0.567028, -2.253078, -1.034254], [-0.677843, -2.686865, -1.887771], [-1.783191, 0.269641, -1.749580], [-3.156610, 0.567850, -1.191925], [-2.639680, 0.607240, -2.017047]], "forces_ev_per_a": [[-0.350, 0.722, 0.096], [-0.018, -0.850, 0.612], [0.025, -0.061, 0.009], [0.147, 0.172, -0.231], [0.107, -0.164, -0.393], [-0.680, 0.258, -0.038], [0.287, 0.474, 0.159], [0.477, -0.636, 0.002], [-0.339, 0.103, 0.263], [-0.348, -0.985, -0.437], [0.634, 0.778, 0.344], [-0.159, 0.098, -0.123], [-0.290, 0.098, -0.294], [0.470, -0.106, 0.027], [0.093, 0.161, 0.133], [0.243, 0.183, -0.051], [-0.278, -0.331, -0.065], [0.297, -0.008, 0.410], [0.581, 0.076, -0.398], [-0.900, 0.015, -0.023]], "mulliken_charge": [-0.93, -0.60, 0.29, 0.27, 0.29, 0.29, 0.27, -0.64, 0.32, 0.32, -0.64, 0.28, 0.12, -0.57, 0.30, 0.32, -0.64, 0.28, 0.32, -0.65], "orbital_gap_ev": 7.1591, "charge": -1, "homo_energy_ev": -3.829, "lumo_ev": 3.33, "energy_ev": -22322.460}